[1]
Molecular formula: C5H10NO
Method: DFT, wB97M-V/def2-TZVPD

Calculated values
Max |F|, hartree/bohr: 0.06486
E_tot, eV: -8880.2974
LUMO energy, eV: 3.82
Charge: -1
Energy relative to the best compared isomer or geometry (same formula, charge and spin), kcal per mole: 88.1

```
17
Properties=species:S:1:pos:R:3:forces:R:3:lowdin_charge:R:1
C -0.752 -1.545 -1.016 0.6170 -0.6183 0.0524 -0.59
O -0.322 -2.320 -2.006 -0.1473 -0.0862 -0.5840 -0.36
C 0.264 -0.423 -0.701 -0.8157 1.0387 -0.0053 -0.20
C -0.010 0.299 0.588 3.0909 -0.8110 0.9556 -0.02
C 0.345 1.626 1.021 -1.1801 1.1976 0.4520 -0.54
C -0.169 2.842 1.193 0.1044 -0.3760 -0.7682 0.01
N 1.524 1.002 1.237 -0.7381 -0.1513 0.7534 0.07
H -0.851 -2.132 -0.059 -0.2259 0.2345 0.2852 0.08
H -1.748 -1.053 -1.174 -0.1271 0.1008 0.0577 0.08
H 0.277 0.315 -1.499 0.0464 -0.0399 -0.3838 0.10
H 1.267 -0.833 -0.604 -0.1597 -0.3530 -0.1268 0.11
H -3.621 -4.310 0.116 0.0029 0.0041 -0.0001 0.00
H -0.203 -0.346 1.447 -0.3030 -0.0938 -0.3050 0.12
H 0.515 3.647 1.414 -0.2474 0.2760 0.2811 0.03
H -1.183 2.986 0.860 -0.1331 0.4241 0.0590 0.03
H 2.227 1.537 0.734 0.2100 -0.7491 -0.7209 0.08
H -4.043 -3.969 -0.389 0.0058 0.0027 -0.0023 0.00
```
Forces are in eV/Å.



[2]
Molecular formula: C59H59F3N8O
Method: DFT, wB97M-V/def2-TZVPD

Calculated values
Max |F|, hartree/bohr: 0.03842
E_tot, eV: -84258.4201
LUMO energy, eV: 0.54
SMILES: Fc1ccccc1.Fc1ccccc1.Fc1ccccc1.c1ccncc1.c1ccncc1.c1ccncc1.c1ccncc1.c1ccncc1.c1ccncc1.c1ccncc1.c1ccncc1.CO

```
130
Properties=species:S:1:pos:R:3:forces:R:3:lowdin_charge:R:1
F 1.567 3.153 -3.771 0.0441 -0.0688 -0.0986 0.03
C 2.216 4.213 -4.309 0.6535 0.1939 0.2852 -0.27
C 2.179 4.411 -5.668 -0.7116 0.3001 -1.0683 -0.02
C 2.788 5.534 -6.214 1.7485 0.3004 0.8694 -0.07
C 3.616 6.328 -5.398 -1.5011 -0.2822 -0.5261 -0.09
C 3.630 6.096 -4.032 0.7293 0.5266 0.0291 -0.09
C 2.965 5.026 -3.467 -0.3093 -0.6067 -0.3657 -0.01
H 1.664 3.747 -6.352 -0.1958 -0.1964 0.3693 0.11
H 2.827 5.779 -7.266 -0.4489 -0.4304 -0.1362 0.10
H 4.129 7.148 -5.879 0.1596 0.1229 0.3371 0.10
H 4.207 6.775 -3.413 0.0585 -0.2182 0.1432 0.11
H 3.088 4.724 -2.436 -0.1526 0.3016 0.1185 0.10
F -5.641 0.460 5.474 0.2319 -0.2970 0.1504 0.06
C -5.557 0.616 4.143 -0.0443 0.5216 -0.8328 -0.28
C -6.021 1.804 3.610 -0.2895 0.1447 0.4248 -0.01
C -5.962 1.992 2.244 0.6148 -0.3752 -0.9403 -0.08
C -5.461 0.986 1.416 -0.3701 -0.3246 0.3226 -0.09
C -5.072 -0.247 1.954 -0.1335 1.3480 -0.5936 -0.09
C -5.046 -0.375 3.326 0.0263 -1.0316 0.7074 -0.03
H -6.447 2.532 4.289 0.0690 0.1092 -0.0931 0.12
H -6.251 2.891 1.717 -0.2275 0.2484 0.5382 0.11
H -5.445 1.173 0.350 0.0272 -0.1778 -0.0407 0.10
H -4.801 -1.048 1.280 0.2344 -0.0777 0.2254 0.09
H -4.645 -1.276 3.774 -0.1662 0.0153 0.0783 0.09
F -1.245 -1.695 1.121 -0.3915 0.0171 -0.0617 0.02
C -1.071 -0.804 0.120 0.5682 0.9258 -0.8270 -0.27
C 0.117 -0.852 -0.597 0.4915 -0.6067 0.3972 -0.02
C 0.454 0.157 -1.480 -0.3861 0.5704 -0.8704 -0.08
C -0.455 1.165 -1.739 -1.2366 0.6674 0.6524 -0.10
C -1.679 1.194 -1.063 0.5252 -0.5861 -0.0054 -0.07
C -1.989 0.203 -0.129 -0.2725 0.2031 0.3598 -0.01
H 0.815 -1.665 -0.425 -0.0027 0.0298 0.1041 0.11
H 1.372 0.203 -2.051 0.2071 -0.5972 0.2817 0.07
H -0.285 2.023 -2.377 0.5050 -0.2747 -0.2492 0.09
H -2.355 2.017 -1.245 -0.1355 -0.0554 0.0822 0.11
H -2.901 0.284 0.450 0.0365 -0.1585 0.0199 0.09
C -1.231 2.059 4.717 0.5774 0.7457 -0.5827 -0.07
C -0.441 3.169 5.024 -0.9472 -0.2399 -0.0845 -0.07
C -0.060 4.034 3.995 0.0161 -0.8811 0.0861 -0.16
N -0.353 3.808 2.704 -0.3353 0.2944 0.6072 0.06
C -1.133 2.752 2.421 0.9589 0.0500 -0.0114 -0.15
C -1.547 1.843 3.377 -0.3015 -0.4317 0.7514 -0.07
H -1.573 1.375 5.479 0.0149 -0.0916 -0.0141 0.09
H -0.250 3.346 6.074 0.4079 0.3220 -0.1099 0.10
H 0.574 4.876 4.235 -0.0146 0.1964 -0.2002 0.10
H -1.297 2.593 1.363 -0.2697 -0.0196 -0.0272 0.09
H -2.102 0.935 3.174 -0.1540 0.1673 -0.4623 0.08
C -1.422 0.649 -6.651 0.1465 0.0471 -0.9239 -0.08
C -0.763 0.770 -7.869 0.4370 -0.0127 -0.0401 -0.07
C 0.630 0.795 -7.861 -0.3045 0.5954 0.7221 -0.15
N 1.345 0.766 -6.730 0.3540 0.0055 -0.0613 0.06
C 0.714 0.699 -5.559 -0.5031 0.2120 -0.7179 -0.16
C -0.673 0.635 -5.498 -0.4812 -0.1272 0.7747 -0.07
H -2.502 0.601 -6.666 -0.0145 0.0464 0.3256 0.11
H -1.314 0.902 -8.790 0.0313 -0.1748 -0.0502 0.10
H 1.207 1.004 -8.753 -0.0520 -0.3357 -0.2091 0.10
H 1.314 0.787 -4.665 0.0693 -0.2248 0.0346 0.08
H -1.214 0.604 -4.559 0.3248 -0.0521 0.1469 0.09
C 0.194 -6.621 2.240 -0.3129 -0.0027 -0.2087 -0.08
C -0.489 -5.548 1.680 0.5530 0.2893 0.4103 -0.06
C 0.267 -4.430 1.296 -0.4652 -1.2832 -0.4671 -0.15
N 1.591 -4.415 1.349 0.4285 0.3308 -0.1214 0.06
C 2.236 -5.492 1.794 -0.1980 0.0305 0.7516 -0.14
C 1.576 -6.614 2.278 -0.1608 0.0432 -0.0673 -0.07
H -0.338 -7.477 2.637 -0.1011 0.0076 -0.1134 0.11
H -1.565 -5.567 1.600 -0.0368 0.1020 -0.0172 0.08
H -0.215 -3.589 0.824 -0.0030 0.1861 0.2017 0.07
H 3.312 -5.403 1.887 0.0737 -0.0713 -0.2725 0.10
H 2.069 -7.486 2.686 0.3568 0.1819 -0.0449 0.10
C -5.081 -3.798 2.160 0.7816 -0.4055 0.3623 -0.08
C -3.808 -3.458 1.694 -0.3743 -0.7728 0.3209 -0.08
C -3.364 -4.121 0.569 -0.0556 0.7109 -1.3830 -0.17
N -4.073 -4.992 -0.178 0.2321 0.0879 1.0277 0.07
C -5.235 -5.356 0.348 -0.7927 0.0395 0.1177 -0.15
C -5.774 -4.802 1.511 0.1074 0.6033 0.1989 -0.07
H -5.467 -3.409 3.095 -0.0413 0.2464 -0.1411 0.10
H -3.123 -2.809 2.223 -0.2088 0.2351 -0.0332 0.08
H -2.432 -3.793 0.119 0.1640 -0.2646 0.1079 0.09
H -5.827 -6.091 -0.188 0.1770 -0.0702 -0.1267 0.10
H -6.724 -5.061 1.959 -0.0970 -0.4416 -0.4721 0.10
C 2.194 -0.997 2.390 0.3181 0.2565 -0.4074 -0.06
C 1.668 0.290 2.372 -0.2548 -0.6592 -0.0469 -0.08
C 2.184 1.228 3.239 0.3979 0.1157 0.0667 -0.17
N 3.241 1.006 4.034 -0.4690 -0.0221 -0.1380 0.06
C 3.792 -0.215 3.989 -0.1070 1.4352 -0.4090 -0.15
C 3.320 -1.218 3.162 0.2229 -0.6178 0.8517 -0.07
H 1.806 -1.783 1.756 -0.0095 -0.0467 0.0036 0.07
H 0.862 0.555 1.700 -0.1011 -0.0047 0.0952 0.09
H 1.733 2.212 3.226 0.1941 0.1574 0.2725 0.09
H 4.705 -0.272 4.569 -0.0453 -0.5351 0.1062 0.10
H 3.831 -2.170 3.243 -0.2242 -0.1106 -0.3848 0.10
C 4.447 1.922 0.578 -0.0909 0.3736 -0.1006 -0.06
C 3.710 1.523 -0.524 -0.7172 0.6814 0.5788 -0.06
C 4.142 1.869 -1.788 1.0427 -1.1357 -0.3683 -0.17
N 5.347 2.402 -2.028 -0.0701 0.6137 0.4915 0.06
C 6.055 2.801 -0.957 -0.5079 -0.7909 -0.5000 -0.15
C 5.631 2.600 0.350 0.4762 0.1555 -0.0367 -0.07
H 4.034 1.766 1.565 0.2912 -0.1050 0.1091 0.08
H 2.732 1.092 -0.348 0.0835 -0.2456 -0.2408 0.08
H 3.628 1.475 -2.658 -0.3050 0.4062 -0.0636 0.08
H 7.039 3.205 -1.151 -0.0129 0.2284 -0.0820 0.10
H 6.284 2.971 1.130 -0.2247 -0.1278 0.2286 0.10
C -2.021 -3.837 5.674 -0.6251 0.0432 0.6394 -0.07
C -1.337 -3.230 4.644 0.1429 -0.2395 -0.7918 -0.07
C -1.547 -1.890 4.381 0.1616 0.8981 0.7899 -0.15
N -2.366 -1.121 5.109 -0.1733 -0.5969 -0.0298 0.07
C -3.038 -1.726 6.098 0.3721 0.3822 0.1053 -0.15
C -2.868 -3.057 6.465 -0.1329 0.2337 -0.8597 -0.06
H -1.967 -4.901 5.863 0.2810 -0.0099 -0.0301 0.11
H -0.695 -3.775 3.960 0.0451 -0.1509 0.2329 0.09
H -0.975 -1.347 3.637 -0.0333 -0.2563 -0.2343 0.09
H -3.717 -1.073 6.633 -0.0836 -0.1163 0.1196 0.10
H -3.481 -3.456 7.260 0.1598 -0.1580 0.0857 0.10
C 3.227 -2.559 -5.908 -0.2842 0.5147 -0.6266 -0.08
C 2.097 -2.892 -5.184 -0.0703 -0.6637 0.1506 -0.07
C 1.847 -2.279 -3.964 0.4083 0.9192 -0.7283 -0.14
N 2.634 -1.285 -3.528 0.1733 -0.3929 0.4618 0.05
C 3.734 -0.993 -4.216 -0.1588 0.2202 -0.5178 -0.15
C 4.055 -1.555 -5.450 0.2826 -0.4983 0.9882 -0.06
H 3.362 -3.000 -6.889 0.2310 -0.1450 0.1087 0.11
H 1.471 -3.679 -5.588 -0.2334 0.0851 0.2469 0.10
H 0.960 -2.475 -3.377 -0.0328 -0.1766 0.0441 0.10
H 4.384 -0.221 -3.822 -0.0644 0.0271 0.1748 0.09
H 5.007 -1.305 -5.898 -0.1825 0.1353 -0.3223 0.10
C 0.864 4.144 -0.560 0.4256 -1.3798 1.2035 -0.19
O -0.263 4.965 -0.389 -0.0953 0.5618 -1.0129 -0.11
H 0.685 3.214 -0.003 0.1690 -0.1103 0.0135 0.05
H 1.059 3.814 -1.577 -0.6091 0.5465 -0.3199 0.04
H 1.829 4.497 -0.182 -0.2114 0.6181 0.0927 0.08
H -0.263 5.418 0.458 0.3089 -0.3677 0.2188 0.07
```
Forces are in eV/Å.